Record 1
{"formula": "C39H54F5N18O2", "method": "ωB97M-V/def2-TZVPD", "species": ["O", "C", "O", "C", "F", "F", "C", "F", "F", "F", "C", "C", "N", "H", "H", "H", "C", "C", "N", "H", "H", "H", "C", "C", "N", "H", "H", "H", "C", "C", "N", "H", "H", "H", "C", "C", "N", "H", "H", "H", "C", "C", "N", "H", "H", "H", "C", "C", "N", "H", "H", "H", "C", "C", "N", "H", "H", "H", "C", "C", "N", "H", "H", "H", "C", "C", "N", "H", "H", "H", "C", "C", "N", "H", "H", "H", "C", "C", "N", "H", "H", "H", "C", "C", "N", "H", "H", "H", "C", "C", "N", "H", "H", "H", "C", "C", "N", "H", "H", "H", "C", "C", "N", "H", "H", "H", "C", "C", "N", "H", "H", "H", "C", "C", "N", "H", "H", "H"], "positions_angstrom": [[-5.765, -5.725, 0.134], [-4.591, -5.382, -0.107], [-4.073, -5.229, -1.217], [-3.624, -5.074, 1.071], [-3.880, -5.828, 2.149], [-2.378, -5.330, 0.718], [-3.785, -3.567, 1.486], [-2.626, -2.996, 1.737], [-4.517, -3.519, 2.591], [-4.433, -2.849, 0.594], [0.554, -1.178, 0.504], [-0.251, -2.253, -0.071], [-0.884, -3.098, -0.523], [0.370, -0.252, -0.037], [0.289, -1.040, 1.546], [1.612, -1.423, 0.431], [-1.298, 2.642, 2.287], [-0.248, 1.679, 2.610], [0.560, 0.900, 2.858], [-0.866, 3.498, 1.772], [-2.040, 2.173, 1.644], [-1.782, 2.977, 3.202], [-3.251, -8.517, -0.903], [-2.049, -8.308, -0.098], [-1.111, -8.129, 0.539], [-3.258, -9.531, -1.302], [-4.138, -8.368, -0.289], [-3.272, -7.804, -1.725], [-0.551, -2.321, 5.252], [-1.393, -3.417, 4.778], [-2.064, -4.262, 4.381], [-0.675, -1.454, 4.604], [-0.836, -2.049, 6.266], [0.493, -2.629, 5.244], [3.728, 2.252, 2.235], [4.141, 3.607, 2.598], [4.469, 4.673, 2.881], [2.792, 2.006, 2.734], [3.587, 2.182, 1.159], [4.489, 1.542, 2.537], [4.162, -1.855, 3.332], [4.525, -1.090, 2.142], [4.812, -0.497, 1.200], [3.894, -1.175, 4.139], [3.311, -2.496, 3.108], [5.003, -2.470, 3.644], [-1.193, -12.496, -1.308], [-2.502, -12.877, -1.838], [-3.528, -13.184, -2.255], [-0.766, -11.698, -1.912], [-1.295, -12.145, -0.284], [-0.525, -13.354, -1.326], [-6.643, -3.642, -2.888], [-6.163, -2.971, -4.093], [-5.794, -2.437, -5.045], [-6.829, -2.910, -2.105], [-7.568, -4.172, -3.108], [-5.892, -4.356, -2.527], [-6.437, 0.242, -2.555], [-5.683, 1.209, -1.758], [-5.093, 1.974, -1.134], [-7.119, 0.770, -3.216], [-5.753, -0.361, -3.150], [-7.010, -0.409, -1.898], [8.074, 4.741, 3.839], [9.084, 3.740, 4.173], [9.882, 2.960, 4.440], [8.544, 5.585, 3.337], [7.326, 4.306, 3.179], [7.585, 5.087, 4.744], [10.846, 5.140, 6.675], [11.258, 6.493, 7.050], [11.582, 7.556, 7.345], [9.901, 4.892, 7.155], [10.729, 5.067, 5.600], [11.603, 4.426, 6.992], [4.458, 6.019, 6.509], [5.591, 5.111, 6.670], [6.476, 4.388, 6.795], [4.789, 7.047, 6.643], [4.042, 5.904, 5.509], [3.694, 5.789, 7.248], [4.345, 0.989, -2.681], [3.641, -0.183, -2.166], [3.059, -1.103, -1.798], [4.124, 1.856, -2.064], [5.419, 0.812, -2.675], [4.021, 1.189, -3.695], [1.171, 2.433, -5.835], [2.357, 2.922, -5.136], [3.296, 3.297, -4.588], [1.356, 1.430, -6.214], [0.325, 2.407, -5.151], [0.934, 3.093, -6.667], [-2.614, 2.865, -7.617], [-2.011, 3.960, -6.861], [-1.521, 4.820, -6.275], [-3.415, 3.251, -8.242], [-1.861, 2.408, -8.256], [-3.018, 2.114, -6.940], [-0.869, 2.864, 6.479], [-1.652, 1.766, 5.916], [-2.266, 0.902, 5.476], [-1.079, 3.784, 5.937], [-1.130, 3.001, 7.527], [0.192, 2.637, 6.400], [-8.825, 1.795, -5.841], [-9.195, 2.186, -4.481], [-9.476, 2.485, -3.408], [-8.137, 0.952, -5.809], [-9.715, 1.507, -6.395], [-8.344, 2.630, -6.346], [0.030, 6.121, -9.435], [-0.707, 5.005, -10.025], [-1.282, 4.120, -10.480], [-0.216, 7.042, -9.960], [-0.241, 6.222, -8.385], [1.100, 5.938, -9.514]], "forces_ev_per_angstrom": [[0.2, 0.1, 0.7], [-1.0, -0.5, -0.6], [0.5, 0.2, -0.8], [-1.1, 0.5, -0.5], [-0.3, -0.4, 0.6], [1.2, 0.1, -0.2], [-0.1, -1.5, 0.5], [0.8, 0.6, 0.1], [-0.5, 0.3, 0.9], [-0.2, 0.6, -1.1], [-0.1, -0.3, 0.0], [0.0, -0.2, -0.2], [0.3, 0.3, -0.1], [0.0, 0.0, 0.0], [0.0, 0.0, 0.0], [0.0, 0.0, -0.1], [0.1, -0.1, 0.0], [0.0, -0.2, 0.1], [-0.1, 0.4, 0.2], [0.0, 0.0, 0.0], [0.0, 0.0, 0.0], [0.0, 0.0, 0.0], [0.1, 0.0, 0.0], [0.0, 0.1, 0.0], [0.0, -0.3, -0.1], [0.0, 0.0, 0.0], [0.0, 0.1, 0.0], [0.0, 0.1, 0.1], [-0.1, -0.1, -0.1], [-0.1, -0.1, -0.1], [0.2, 0.1, 0.3], [0.0, 0.0, 0.0], [0.0, 0.0, 0.0], [0.0, 0.0, 0.0], [-0.1, 0.3, 0.1], [0.0, 0.1, 0.0], [-0.1, -0.2, 0.1], [0.0, 0.0, 0.0], [0.0, -0.1, 0.0], [0.1, 0.0, 0.0], [0.0, 0.0, -0.1], [0.1, 0.0, -0.2], [0.0, -0.1, 0.3], [0.0, 0.0, 0.0], [0.0, 0.0, 0.0], [0.0, 0.0, 0.0], [-0.1, 0.0, 0.0], [-0.1, -0.1, -0.1], [0.2, 0.1, 0.1], [0.0, 0.0, 0.0], [0.0, 0.0, 0.0], [0.0, 0.0, 0.0], [0.2, -0.2, -0.1], [0.0, 0.0, -0.1], [-0.1, 0.0, 0.2], [0.0, 0.0, 0.1], [0.0, 0.0, 0.0], [0.0, 0.1, 0.1], [0.2, 0.1, 0.1], [0.1, 0.1, 0.1], [-0.1, -0.2, -0.2], [0.0, 0.0, 0.0], [0.0, 0.0, 0.0], [0.0, 0.0, 0.0], [0.1, 0.0, -0.1], [-0.2, 0.0, -0.1], [0.0, -0.1, 0.0], [0.0, 0.0, 0.0], [0.0, 0.0, 0.0], [0.0, -0.1, 0.0], [0.1, 0.2, 0.2], [0.0, 0.1, 0.1], [-0.1, -0.2, -0.1], [0.0, 0.0, 0.0], [0.0, 0.0, 0.0], [0.0, 0.0, 0.0], [0.0, -0.1, -0.1], [0.1, -0.2, 0.0], [-0.2, 0.2, 0.0], [0.0, 0.0, 0.0], [0.0, 0.0, 0.0], [0.0, 0.0, 0.0], [0.1, -0.3, 0.2], [-0.1, -0.1, 0.0], [0.1, 0.2, 0.0], [0.0, 0.0, 0.0], [0.0, 0.0, 0.0], [0.0, 0.1, 0.0], [0.1, 0.0, 0.0], [0.1, 0.1, 0.0], [-0.3, 0.0, -0.2], [0.0, 0.0, 0.0], [0.0, 0.0, 0.0], [0.0, 0.0, 0.0], [0.0, 0.0, 0.1], [0.1, 0.1, 0.1], [0.0, -0.2, -0.2], [0.0, 0.0, -0.1], [0.0, 0.0, -0.1], [0.0, 0.0, 0.0], [0.0, -0.1, -0.1], [0.0, 0.0, 0.1], [0.0, 0.0, 0.0], [0.0, 0.0, 0.0], [0.0, 0.0, 0.0], [0.0, 0.0, 0.0], [0.0, 0.0, 0.1], [0.0, 0.0, 0.1], [0.1, -0.1, -0.3], [0.0, 0.0, 0.0], [0.0, 0.0, 0.0], [0.0, 0.0, 0.0], [-0.1, -0.1, 0.0], [-0.1, -0.1, 0.0], [0.1, 0.2, 0.1], [0.0, 0.0, 0.0], [0.0, 0.0, 0.0], [0.0, 0.0, 0.0]], "e_tot_ha": -3153.83964, "homo_ev": -5.29, "total_charge": -1}

---

Record 2
{"formula": "C39H54N12O10S", "method": "ωB97M-V/def2-TZVPD", "species": ["S", "O", "O", "O", "O", "N", "C", "C", "C", "C", "H", "H", "H", "H", "H", "N", "C", "C", "C", "C", "H", "H", "H", "H", "H", "N", "C", "C", "C", "C", "H", "H", "H", "H", "H", "N", "C", "C", "C", "C", "H", "H", "H", "H", "H", "N", "C", "C", "C", "C", "H", "H", "H", "H", "H", "N", "C", "C", "C", "C", "H", "H", "H", "H", "H", "N", "C", "C", "C", "C", "H", "H", "H", "H", "H", "N", "C", "C", "C", "C", "H", "H", "H", "H", "H", "N", "C", "C", "C", "C", "H", "H", "H", "H", "H", "C", "N", "O", "O", "H", "H", "H", "C", "N", "O", "O", "H", "H", "H", "C", "N", "O", "O", "H", "H", "H"], "positions_angstrom": [[-0.335, -0.110, 0.170], [-0.987, -0.810, -0.970], [0.528, -1.032, 0.964], [0.417, 0.899, -0.457], [-1.287, 0.437, 1.081], [-0.212, 3.093, -1.992], [-1.404, 3.645, -1.593], [-1.707, 4.829, -2.571], [-0.462, 4.904, -3.410], [0.328, 3.691, -3.119], [0.159, 2.278, -1.192], [-1.947, 3.178, -0.824], [-2.597, 5.432, -2.571], [-0.043, 5.555, -4.040], [1.367, 3.380, -3.342], [-0.135, -2.941, 2.589], [-1.077, -2.851, 3.540], [-1.558, -4.261, 3.857], [-0.793, -5.096, 2.812], [-0.027, -4.169, 1.948], [0.097, -2.106, 1.844], [-1.380, -1.703, 3.881], [-1.974, -4.542, 4.679], [-1.165, -6.245, 2.804], [0.569, -4.324, 1.088], [-0.482, -3.255, -2.161], [-0.729, -4.416, -1.511], [0.064, -5.645, -2.168], [0.583, -4.992, -3.353], [0.318, -3.517, -3.199], [-0.650, -2.274, -1.736], [-1.194, -4.285, -0.522], [-0.078, -6.685, -1.820], [0.944, -5.519, -4.118], [0.466, -2.608, -3.635], [-3.514, 1.552, 1.180], [-4.348, 1.815, 0.084], [-5.547, 2.525, 0.671], [-5.516, 2.463, 2.195], [-4.154, 1.732, 2.427], [-2.384, 1.265, 0.979], [-4.067, 1.634, -0.968], [-6.368, 2.866, -0.139], [-6.114, 2.730, 2.814], [-3.526, 1.506, 3.315], [-0.367, 1.385, 3.654], [0.848, 0.893, 3.807], [1.405, 1.676, 5.018], [0.283, 2.569, 5.364], [-0.921, 2.265, 4.509], [-0.717, 1.067, 2.761], [1.378, 0.164, 2.865], [2.317, 1.629, 5.694], [0.275, 3.517, 6.032], [-1.904, 2.626, 4.532], [2.801, -1.554, 2.074], [3.123, -2.478, 2.948], [4.558, -2.568, 3.347], [5.210, -1.528, 2.438], [3.991, -0.901, 1.586], [1.881, -1.344, 1.594], [2.308, -2.985, 3.408], [5.191, -3.086, 4.149], [6.220, -1.167, 2.602], [4.097, -0.270, 0.674], [-2.557, -0.560, -3.004], [-3.318, -1.689, -3.252], [-4.425, -1.272, -4.233], [-4.264, 0.239, -4.369], [-2.902, 0.542, -3.727], [-1.836, -0.467, -2.235], [-3.172, -2.453, -2.875], [-5.419, -1.879, -4.338], [-4.812, 1.041, -4.920], [-2.394, 1.468, -3.605], [1.792, 0.517, -2.758], [1.057, 0.110, -3.872], [2.009, 0.023, -4.995], [3.346, 0.394, -4.391], [3.123, 0.723, -2.954], [1.291, 0.647, -1.763], [0.015, -0.157, -3.891], [1.885, -0.330, -6.094], [4.329, 0.536, -4.676], [3.755, 0.805, -2.235], [2.558, 2.329, 0.216], [3.220, 3.200, -0.633], [4.476, 3.638, -0.022], [4.431, 2.977, 1.394], [3.217, 2.198, 1.488], [1.783, 1.641, -0.063], [2.690, 3.336, -1.536], [5.146, 4.218, -0.620], [5.121, 2.972, 2.350], [2.692, 1.463, 2.197], [-3.287, -2.226, 0.283], [-4.239, -3.234, 0.286], [-5.103, -3.271, 1.083], [-4.042, -4.108, -0.626], [-2.416, -2.532, 0.391], [-3.427, -1.541, 1.056], [-3.431, -1.759, -0.610], [0.034, 3.897, 1.624], [-0.844, 4.962, 2.279], [-0.261, 5.595, 3.076], [-1.879, 5.316, 1.747], [-0.585, 2.896, 1.432], [0.784, 3.650, 2.245], [0.316, 4.190, 0.518], [2.973, -2.205, -1.245], [4.396, -2.420, -0.977], [5.250, -1.586, -1.322], [4.727, -3.392, -0.384], [2.572, -3.192, -1.076], [2.875, -2.054, -2.297], [2.652, -1.109, -0.664]], "forces_ev_per_angstrom": [[-1.4, -5.2, -0.6], [0.4, -0.4, 1.7], [-0.5, 1.1, -1.7], [2.9, 3.6, -0.9], [-0.8, 0.6, 1.6], [-0.5, -1.7, 2.5], [0.6, 3.9, -5.0], [4.2, -3.6, 1.7], [-2.0, -6.2, 4.3], [-0.6, 2.1, 1.8], [-1.0, 2.7, -3.7], [-0.8, -0.1, 0.8], [0.1, 0.1, 0.1], [0.7, 2.7, -2.6], [-0.9, 0.5, -0.4], [0.1, 1.5, -4.3], [-1.7, -1.0, 2.0], [6.6, 4.6, -8.5], [-2.1, 0.9, 0.8], [-2.7, -2.3, 4.9], [-0.8, -1.8, 2.6], [0.8, -3.6, -0.6], [-2.9, -1.8, 4.7], [1.7, 2.8, -0.6], [0.5, -0.1, -0.5], [0.3, -1.6, 1.6], [1.6, -3.1, 0.7], [-3.1, 5.8, 0.7], [-2.6, 4.2, 5.2], [0.1, -4.0, -0.6], [0.2, -1.9, -0.8], [0.1, -0.8, -0.6], [0.3, 0.9, -0.6], [1.8, -1.4, -3.1], [1.5, 1.6, -2.7], [-0.1, -0.4, -0.6], [-2.2, 2.7, 3.9], [0.8, -1.8, -1.0], [12.2, -5.9, -11.3], [-1.9, 2.4, -2.4], [-3.8, 0.4, 1.0], [-0.1, 0.2, 0.9], [1.7, -0.7, 2.6], [-7.2, 3.2, 7.4], [-1.0, 0.3, -0.6], [-1.9, -1.8, -2.6], [4.6, 0.6, 1.8], [-2.8, 0.2, -1.3], [-1.4, 0.0, -0.8], [6.4, 0.5, 2.3], [-1.3, 0.1, 0.1], [-1.9, 2.4, 3.7], [-1.1, -0.2, -1.7], [0.2, -2.2, -0.8], [-0.9, 0.4, -0.4], [3.5, 2.3, -3.1], [2.7, -1.9, 3.4], [-0.7, 3.5, -3.2], [-6.3, -0.4, -0.2], [3.4, -2.6, 3.4], [1.4, -0.7, 0.9], [-0.3, -0.5, 0.3], [-1.8, 0.5, -1.3], [-0.2, 0.0, -0.7], [-0.5, -0.5, 1.2], [0.4, -0.4, -0.5], [-5.4, 15.9, -9.3], [1.2, 1.7, 3.4], [4.0, -1.8, 1.0], [-5.4, -2.1, -0.9], [-0.9, -0.5, -1.2], [2.6, -13.2, 6.5], [2.3, 1.2, -0.1], [0.4, -1.3, 0.4], [0.3, 0.5, 0.1], [-2.5, 0.0, 2.3], [4.0, 0.1, -2.2], [1.3, 0.4, 2.1], [-4.3, 0.4, 3.7], [-4.9, -2.4, -9.2], [1.4, -0.6, -3.2], [-0.1, 0.3, 0.4], [-0.1, 0.8, 2.4], [1.6, -0.2, -1.6], [3.9, 0.9, 4.5], [0.6, -0.5, 1.5], [2.3, -0.9, 3.2], [-4.3, -3.0, 1.6], [-1.2, -0.6, -0.1], [0.6, 0.9, -2.6], [1.6, 1.9, 0.8], [0.3, 0.6, -1.1], [0.6, 0.4, 0.6], [-1.2, 0.4, -2.6], [1.6, 1.7, -0.9], [-5.4, 3.6, 0.6], [0.9, -4.4, -3.0], [-1.9, -0.1, 1.4], [-0.9, 1.6, 1.9], [7.9, -3.5, 0.5], [-0.8, 1.1, 1.3], [0.0, 1.5, -2.5], [-4.4, -1.9, -4.6], [0.4, -0.7, -4.1], [1.2, 1.7, 3.2], [-0.5, -0.9, 0.2], [0.9, 2.3, 0.6], [2.8, -0.4, 2.1], [-0.4, 0.1, 2.5], [-0.4, 2.7, 0.9], [2.3, 2.2, -0.4], [-1.4, 0.0, -0.3], [-0.2, -2.1, 0.9], [-1.0, 0.3, 0.9], [0.0, 0.6, -0.8], [0.6, -3.9, -1.6]], "e_tot_ha": -3325.20124, "homo_ev": -3.47, "de_lowest_kcal_mol": 89.5, "total_charge": -2}

---

no.,strongest force on any atom (eV Å⁻¹),lowest unoccupied orbital energy (eV)
1,1.6,1.0
2,19.2,4.3